No. 1
{"formula": "C12H27ClO3Si", "method": "ωB97M-V/def2-TZVPD", "symbols": ["Cl", "O", "O", "O", "C", "C", "C", "C", "C", "C", "C", "C", "C", "C", "C", "C", "Si", "H", "H", "H", "H", "H", "H", "H", "H", "H", "H", "H", "H", "H", "H", "H", "H", "H", "H", "H", "H", "H", "H", "H", "H", "H", "H", "H"], "xyz": [[-1.19578, -0.06508, -1.82319], [1.33316, 0.84699, -0.39745], [-0.93786, 0.88190, 1.09306], [0.07730, -1.56615, 0.30081], [-0.02479, 3.44433, -0.21882], [-3.93476, 0.67375, 1.19774], [0.26111, -3.48496, -2.05587], [2.74912, 1.62334, -2.20529], [-0.66484, -0.20739, 3.14592], [1.82612, -3.26796, 0.52002], [1.26639, 3.29295, -0.94900], [-2.97443, 0.69772, 2.40201], [1.16271, -2.27563, -1.71599], [1.46484, 1.86181, -1.44172], [-1.55915, 0.01945, 1.94051], [1.26264, -2.08884, -0.20777], [-0.10165, 0.07736, -0.11671], [-0.36679, 4.44577, 0.02330], [-0.86809, 3.16348, -0.89466], [-0.19644, 2.86013, 0.66781], [-4.90109, 1.23371, 1.32093], [-4.26445, -0.34329, 0.91752], [-3.45697, 1.23167, 0.41275], [0.59260, -4.48783, -1.72989], [0.04001, -3.45656, -3.14414], [-0.69849, -3.18049, -1.62804], [2.79666, 0.59458, -2.49948], [2.99473, 2.27397, -3.02762], [3.41562, 1.80027, -1.40682], [-1.11030, -1.01081, 3.79754], [0.36884, -0.63113, 2.87201], [-0.51296, 0.73043, 3.74387], [0.99658, -3.99453, 0.52659], [2.64859, -3.72326, -0.04311], [1.98500, -3.04508, 1.56881], [1.26542, 3.96116, -1.81725], [2.12935, 3.53468, -0.33350], [-3.43690, -0.00255, 3.06145], [-2.78582, 1.75662, 2.83723], [0.58212, -1.37305, -1.79708], [2.08555, -2.32312, -2.28683], [0.53212, 1.63640, -1.97608], [-1.79722, -0.89770, 1.41572], [1.95219, -1.21708, -0.04926]], "e_above_lowest_kcal_mol": 4.3, "homo_lumo_gap_ev": 10.8, "homo_energy_ev": -9.93}

=====

No. 2
{"formula": "C12H27FNO9PS", "method": "ωB97M-V/def2-TZVPD", "symbols": ["C", "P", "C", "N", "C", "C", "O", "S", "O", "O", "F", "H", "H", "H", "H", "H", "H", "H", "H", "H", "H", "H", "C", "C", "O", "C", "O", "O", "C", "H", "H", "H", "H", "H", "H", "H", "H", "C", "C", "O", "C", "O", "O", "C", "H", "H", "H", "H", "H", "H", "H", "H"], "xyz": [[2.43708, -3.08114, -2.53277], [3.09194, -1.39454, -2.74980], [3.76990, -1.45878, -4.44215], [1.66689, -0.34005, -2.99589], [0.34868, -0.98219, -2.72799], [-0.84964, -0.21915, -3.32073], [-0.50923, 0.31095, -4.58805], [1.93199, 1.10083, -2.17264], [2.84995, 1.01339, -1.09208], [2.13204, 2.11989, -3.14529], [0.53841, 1.38420, -1.50879], [1.96006, -3.21743, -1.56505], [1.73248, -3.40317, -3.30411], [3.28864, -3.75907, -2.58666], [4.59474, -2.16804, -4.46230], [3.02983, -1.73410, -5.19595], [4.13489, -0.46028, -4.67503], [0.36075, -1.93769, -3.24240], [0.19080, -1.17358, -1.66358], [-1.23871, 0.53374, -2.64479], [-1.64843, -0.95038, -3.46867], [-0.63547, 1.25785, -4.58118], [-5.30218, -1.92100, 0.99822], [-5.72045, -0.48652, 1.23687], [-4.59363, 0.35841, 1.51932], [-3.87984, 0.73046, 0.45989], [-4.10826, 0.44481, -0.68837], [-2.86429, 1.47974, 0.88398], [-1.98776, 1.91307, -0.16086], [-4.71033, -2.28842, 1.83735], [-6.18102, -2.55516, 0.88346], [-4.69643, -2.00550, 0.09701], [-6.35285, -0.41656, 2.11956], [-6.27865, -0.08597, 0.39147], [-2.54639, 2.41439, -0.94910], [-1.45417, 1.06185, -0.56054], [-1.28587, 2.60802, 0.28960], [2.40339, 2.01683, 1.86816], [3.17420, 2.15928, 3.16048], [2.31012, 2.13718, 4.31118], [1.88452, 0.93482, 4.68416], [2.17283, -0.11707, 4.17476], [1.08063, 1.09016, 5.73883], [0.50019, -0.12303, 6.22041], [1.61768, 2.77325, 1.81266], [3.06501, 2.13397, 1.01461], [1.93120, 1.03769, 1.80061], [3.67210, 3.12602, 3.20260], [3.93634, 1.38686, 3.25743], [1.26526, -0.87135, 6.41419], [-0.22157, -0.50818, 5.50170], [-0.00739, 0.13074, 7.14627]], "e_above_lowest_kcal_mol": 8.1, "homo_lumo_gap_ev": 9.4, "homo_energy_ev": -8.85}

=====

No. 3
{"formula": "C12H27HgN3OV", "method": "ωB97M-V/def2-TZVPD", "symbols": ["N", "C", "O", "Hg", "V", "N", "N", "C", "C", "C", "C", "C", "C", "C", "C", "H", "H", "H", "H", "H", "H", "H", "H", "H", "H", "H", "H", "H", "H", "H", "H", "H", "H", "C", "H", "H", "H", "C", "H", "H", "H", "C", "H", "H", "H"], "xyz": [[-0.83304, 1.33444, -1.60288], [-0.84071, 1.90713, -2.64962], [-0.86063, 2.54020, -3.68592], [0.63922, -1.78771, -2.84135], [-0.33669, 0.60013, 0.07923], [1.49408, 0.36068, 0.07617], [-1.21300, -0.93524, 0.53551], [2.54463, 1.35234, -0.23858], [-2.45731, -1.66908, 0.18901], [3.09937, 1.11098, -1.65307], [3.73991, 1.28239, 0.73727], [1.94697, 2.74296, -0.16775], [-2.28229, -3.20517, 0.28640], [-3.59117, -1.28767, 1.15976], [-2.88450, -1.32936, -1.23057], [3.50891, 0.09530, -1.75426], [3.93955, 1.81754, -1.77613], [2.32800, 1.27923, -2.42673], [3.40825, 1.36621, 1.78701], [4.40649, 2.12911, 0.49637], [4.31574, 0.35107, 0.60582], [1.09495, 2.86510, -0.84225], [2.73081, 3.44209, -0.47390], [1.64081, 2.98664, 0.85511], [-1.45094, -3.55849, -0.34798], [-3.22372, -3.65394, -0.07698], [-2.13490, -3.54909, 1.32436], [-3.32361, -1.52147, 2.20188], [-4.48145, -1.88167, 0.87853], [-3.82192, -0.20945, 1.07739], [-3.00320, -0.24727, -1.39405], [-3.85750, -1.83045, -1.37686], [-2.17177, -1.72982, -1.96440], [-0.64228, -1.42680, 1.79430], [0.17663, -0.78199, 2.12833], [-1.36844, -1.51051, 2.62152], [-0.23716, -2.43177, 1.61015], [2.08126, -0.96612, 0.32797], [2.59030, -0.97794, 1.32753], [1.31448, -1.77114, 0.28481], [2.84694, -1.17685, -0.46466], [-1.09006, 2.25552, 1.04125], [-0.62504, 2.43904, 2.02777], [-2.17912, 2.05659, 1.14787], [-0.93688, 3.12432, 0.36660]], "e_above_lowest_kcal_mol": 6.7, "homo_lumo_gap_ev": [7.0, 4.4], "homo_energy_ev": [-15.91, -15.61], "multiplicity": 2, "s_squared": 1.2385, "total_charge": 2}

=====

No. 4
{"formula": "C12H27INO3Si2", "method": "ωB97M-V/def2-TZVPD", "symbols": ["C", "C", "O", "C", "O", "O", "C", "C", "C", "I", "H", "H", "H", "H", "H", "H", "H", "H", "H", "C", "Si", "C", "C", "N", "Si", "C", "C", "C", "H", "H", "H", "H", "H", "H", "H", "H", "H", "H", "H", "H", "H", "H", "H", "H", "H", "H"], "xyz": [[1.45925, -0.25779, 4.93072], [1.57898, 0.36755, 3.68023], [2.91072, 0.34567, 3.08077], [2.85596, -0.69145, 2.09828], [1.79840, -0.81638, 1.47256], [4.02778, -1.42583, 1.90985], [3.83791, -2.51369, 0.97655], [5.32075, -2.92032, 0.41472], [5.54793, -4.49406, 0.36273], [6.82843, -1.83945, 1.57740], [2.31626, -0.22097, 5.68838], [0.55730, -0.87085, 5.22785], [0.75172, 0.87456, 3.10200], [3.41789, -3.41393, 1.55088], [3.23239, -2.24484, 0.05862], [5.39319, -2.50222, -0.65155], [4.75768, -4.91046, -0.36226], [5.42433, -4.97780, 1.38838], [6.56310, -4.72411, -0.09813], [-2.55609, -0.37290, 1.43098], [-2.10339, 0.73526, -0.03498], [-0.59485, -0.03330, -0.85351], [-1.61100, 2.40673, 0.67679], [-3.46369, 0.82758, -1.08599], [-3.42364, 1.75588, -2.53528], [-2.12585, 1.15305, -3.75763], [-3.14641, 3.59105, -2.22321], [-5.10182, 1.59139, -3.39307], [-1.70942, -0.45275, 2.12099], [-3.40633, 0.04088, 1.97947], [-2.81595, -1.37846, 1.08950], [0.16175, -0.27641, -0.09996], [-0.13039, 0.64944, -1.56837], [-0.85977, -0.95711, -1.37313], [-2.48358, 2.93573, 1.06710], [-1.12475, 3.03679, -0.07078], [-0.90045, 2.27400, 1.50216], [-1.11505, 1.40906, -3.43335], [-2.28129, 1.62050, -4.73729], [-2.18788, 0.07007, -3.88873], [-3.81281, 3.95808, -1.43883], [-3.35079, 4.16581, -3.13463], [-2.11477, 3.79991, -1.93263], [-5.90313, 1.96383, -2.74970], [-5.30860, 0.54764, -3.64214], [-5.11001, 2.17462, -4.32174]], "homo_lumo_gap_ev": 4.9, "homo_energy_ev": -3.10, "total_charge": -1}